# C27H51BN2O4

One molecule with the formula C27H51BN2O4 in a non-equilibrium geometry (ωB97M-V/def2-TZVPD, OMol25).

Properties
HOMO-LUMO gap = 0.3393 hartree
Structure (SMILES) = CCCCCCCCC[C@](CCCN)(O[C@H](CCCC)COc1ccccc1)[C@@H](N)B(O)OC
LUMO = 0.67 eV
DFT total energy = -40670.7772 eV
Total charge = 0
Energy above the lowest of the compared OMol25 structures with the same formula, charge and spin = 0.00 kcal per mole

Each line ends with the Löwdin charge.
Positions of all 85 atoms, in Å:
C  -6.931  0.749  -3.851  -0.1314
C  -6.370  2.225  -3.651  -0.2442
C  -5.021  2.089  -2.790  -0.2194
C  -3.816  2.513  -3.722  -0.2123
C  -2.565  2.930  -2.808  -0.1873
C  -1.355  1.901  -2.993  -0.1959
C  -0.965  1.292  -1.576  -0.2088
C  0.380  0.431  -1.629  -0.1719
C  1.460  1.161  -0.749  -0.1335
C  2.653  0.257  -0.250  -0.3678
C  3.288  -0.430  -1.560  -0.1069
C  2.709  -1.854  -1.869  -0.1711
C  3.523  -3.061  -1.253  -0.2541
N  4.829  -2.684  -0.644  -0.0108
O  2.278  -0.828  0.615  -0.0675
C  1.373  -0.459  1.657  -0.2465
C  1.885  -1.214  2.963  -0.1139
C  1.090  -0.828  4.265  -0.2027
C  1.023  0.720  4.576  -0.2340
C  -0.489  1.222  4.405  -0.1107
C  -0.069  -1.042  1.371  -0.1086
O  -0.003  -2.282  0.600  -0.0930
C  -1.354  -2.690  0.487  -0.2594
C  -2.119  -2.202  -0.638  0.0034
C  -3.538  -2.581  -0.749  -0.0606
C  -4.101  -3.428  0.278  -0.1002
C  -3.313  -3.943  1.380  -0.0754
C  -1.916  -3.574  1.494  -0.0049
C  3.792  1.233  0.325  -0.1633
N  3.307  2.539  0.843  0.0412
B  4.771  0.587  1.439  -0.5361
O  5.079  -0.769  1.597  0.1409
O  5.430  1.494  2.328  -0.0376
C  4.782  1.549  3.612  -0.0774
H  -7.897  0.789  -4.413  0.0648
H  -6.149  0.147  -4.374  0.0728
H  -7.153  0.340  -2.834  0.0698
H  -7.084  2.860  -3.062  0.1006
H  -6.115  2.669  -4.645  0.0920
H  -5.079  2.745  -1.881  0.1026
H  -4.858  1.019  -2.481  0.1016
H  -4.081  3.370  -4.390  0.0993
H  -3.584  1.639  -4.379  0.1018
H  -2.195  3.944  -3.120  0.1040
H  -2.929  2.952  -1.746  0.0935
H  -1.719  1.039  -3.607  0.0993
H  -0.463  2.404  -3.448  0.1097
H  -1.844  0.686  -1.237  0.0923
H  -0.887  2.168  -0.874  0.1050
H  0.691  0.406  -2.708  0.1162
H  0.110  -0.592  -1.284  0.0669
H  1.921  1.954  -1.405  0.1318
H  0.954  1.724  0.078  0.1006
H  4.405  -0.384  -1.564  0.1101
H  2.963  0.241  -2.409  0.1099
H  1.638  -1.993  -1.596  0.0872
H  2.758  -1.980  -2.991  0.1079
H  2.868  -3.548  -0.480  0.1047
H  3.726  -3.839  -2.044  0.1054
H  5.531  -3.355  -0.963  0.0612
H  4.733  -2.895  0.355  0.0588
H  1.369  0.623  1.925  0.1309
H  1.816  -2.328  2.850  0.1297
H  2.966  -0.981  3.172  0.1003
H  1.575  -1.318  5.158  0.1109
H  0.030  -1.205  4.272  0.0965
H  1.314  0.984  5.627  0.1044
H  1.619  1.360  3.876  0.0734
H  -0.531  2.296  4.068  0.0723
H  -0.958  0.624  3.574  0.0579
H  -1.082  1.097  5.341  0.0722
H  -0.662  -0.286  0.788  0.1236
H  -0.652  -1.279  2.293  0.1107
H  -1.725  -1.553  -1.446  0.0949
H  -4.120  -2.177  -1.602  0.0955
H  -5.176  -3.696  0.218  0.0938
H  -3.729  -4.608  2.172  0.1015
H  -1.235  -3.918  2.303  0.1182
H  4.451  1.486  -0.557  0.1556
H  2.533  2.442  1.494  0.0612
H  3.092  3.197  0.100  0.0755
H  5.234  -0.911  2.551  0.1089
H  4.803  2.600  3.993  0.1049
H  5.330  0.881  4.331  0.0987
H  3.748  1.135  3.501  0.0607